# 1
ORCA calculation (the ωB97M-V functional and the def2-TZVPD basis) on 2 unconnected molecules or ions with the total composition C2H5N3OS in a non-equilibrium geometry.

```
! wB97M-V def2-TZVPD RIJCOSX def2/J DEFGRID3
* xyz 0 1
S -1.279 -0.918 -1.687
O 0.561 -1.006 0.948
N -0.679 0.369 2.034
N 1.824 0.423 -0.916
N -1.429 -0.145 -0.099
C -0.599 -0.324 0.862
C 2.209 1.094 -1.754
H 0.770 -1.506 0.200
H -2.539 -0.608 -2.033
H -0.165 -0.084 2.826
H -1.406 1.041 2.184
H 2.730 1.666 -2.565
*
```

As for the total energy: -19506.5201 eV. As for the SMILES: N/C(O)=N/S.C#N. The value obtained for the HOMO-LUMO gap is 8.80 eV. The value obtained for the HOMO energy is -7.926 eV.

---

# 2
ORCA calculation (the ωB97M-V functional and the def2-TZVPD basis) on a molecular structure, C7H34F3O14PtS in a non-equilibrium geometry.

```
! wB97M-V def2-TZVPD RIJCOSX def2/J DEFGRID3
* xyz 1 3
Pt -0.366 -0.335 4.035
S -0.113 0.790 0.795
F -0.093 0.630 -1.779
F 0.343 -1.265 -0.769
F -1.683 -0.465 -0.833
O 2.406 3.732 -0.231
O -0.659 1.896 3.789
O 1.649 -1.180 3.783
O -0.209 -0.161 1.918
O -2.850 -2.712 1.261
O 1.218 1.319 0.648
O -1.001 -2.299 3.325
O 0.091 4.074 1.996
O 4.210 0.878 -4.423
O -2.347 3.105 -1.919
O 2.863 2.115 2.913
O -1.151 1.789 0.858
O -3.863 1.505 1.385
O -2.688 -1.619 -3.912
C 4.044 0.956 -2.997
C -0.378 -0.148 -0.779
C 2.849 0.110 -2.549
C 5.346 0.477 -2.374
C -4.515 -3.493 -0.298
C -2.047 -3.883 -0.693
C -3.156 -3.783 0.342
H 3.107 -0.949 -2.568
H -1.650 3.637 -2.317
H 0.965 4.153 1.584
H -2.900 1.553 1.477
H -1.108 -4.106 -0.184
H -5.271 -3.410 0.485
H 6.165 0.426 -3.088
H -2.936 -1.762 -2.994
H -1.939 -2.996 -1.322
H -4.149 2.410 1.218
H -1.979 2.800 -1.083
H -3.301 -4.753 0.818
H -3.369 -1.033 -4.259
H 2.004 -1.690 3.041
H 2.004 2.852 -0.183
H 5.267 -0.504 -1.901
H -4.538 -2.521 -0.812
H -0.081 2.648 3.511
H 3.817 1.988 -2.697
H -2.224 -4.669 -1.432
H -0.570 -3.122 3.588
H 2.682 1.790 2.020
H -4.809 -4.233 -1.039
H 2.605 0.373 -1.512
H 1.960 0.317 -3.141
H -1.513 -2.479 2.500
H 5.685 1.168 -1.595
H 3.821 2.198 2.968
H 3.357 3.587 -0.249
H -1.517 2.281 4.020
H -0.315 3.290 1.608
H 2.376 -0.631 4.117
H -2.966 -1.894 0.761
H 3.419 1.246 -4.830
*
```

The expectation value of S² is 2.003. As for the total energy: -58700.6501 eV. The value obtained for the HOMO-LUMO gap (alpha / beta) is 6.61 / 5.05 eV. The value obtained for the HOMO energy (alpha / beta) is -11.974 / -11.974 eV.

---

# 3
ORCA calculation (the ωB97M-V functional and the def2-TZVPD basis) on a molecular structure, C4H9NO.

```
! wB97M-V def2-TZVPD RIJCOSX def2/J DEFGRID3
* xyz 0 1
O -2.576 -0.831 0.073
N -0.677 -0.211 -1.123
C 1.155 -0.886 0.722
C -1.895 -0.807 -0.948
C -0.168 0.317 0.102
C 0.591 1.607 -0.036
H 1.365 1.525 -0.804
H 1.367 -0.279 1.599
H -2.250 -1.292 -1.875
H 2.064 -0.967 0.114
H 0.399 -0.781 -0.330
H -0.844 0.225 0.958
H 0.773 -1.863 1.030
H 1.029 1.945 0.907
H -0.137 2.349 -0.380
*
```

As for the total energy: -7827.7151 eV. The value obtained for the HOMO-LUMO gap is 9.55 eV. The value obtained for the HOMO energy is -8.867 eV.

---

# 4
ORCA calculation (the ωB97M-V functional and the def2-TZVPD basis) on a molecular structure, C12H14BCaF4IN2 in a non-equilibrium geometry.

```
! wB97M-V def2-TZVPD RIJCOSX def2/J DEFGRID3
* xyz 0 1
I -0.766 2.673 -0.689
Ca 0.498 0.261 0.329
F 3.641 1.267 3.226
F 4.248 2.552 1.383
F 2.569 3.326 2.772
F 1.973 1.219 1.589
N 0.268 -0.746 -1.578
N -1.475 -0.597 0.717
C -0.953 -1.299 -1.596
C 2.859 1.472 -0.220
C 0.603 1.382 2.744
C -3.171 -1.682 -0.424
C 1.189 -0.698 -2.527
C -0.348 -2.015 -3.792
C -3.473 -0.810 1.831
C -1.277 -1.986 -2.758
C -3.952 -1.494 0.711
C -1.876 -1.181 -0.424
C 0.888 -1.373 -3.692
C -2.182 -0.320 1.801
B 3.556 2.428 2.532
H -1.688 0.250 2.591
H 3.472 0.739 0.285
H -0.602 -2.551 -4.697
H 1.630 -1.367 -4.466
H 0.347 0.320 3.119
H -3.510 -2.191 -1.308
H 2.110 -0.155 -2.317
H 2.545 1.183 -1.252
H -2.234 -2.473 -2.796
H 0.087 2.310 2.280
H -4.960 -1.885 0.712
H 1.502 1.604 3.214
H 2.526 2.477 -0.023
H -4.044 -0.637 2.722
*
```

As for the total energy: -53737.6148 eV. The value obtained for the HOMO-LUMO gap (alpha / beta) is 5.85 / 4.34 eV. The value obtained for the HOMO energy (alpha / beta) is -6.984 / -5.466 eV.

---

# 5
ORCA calculation (the ωB97M-V functional and the def2-TZVPD basis) on 2 unconnected molecules or ions with the total composition C6H14N2O2 in a non-equilibrium geometry.

```
! wB97M-V def2-TZVPD RIJCOSX def2/J DEFGRID3
* xyz 0 1
O -0.471 -2.755 2.492
O -0.567 -0.235 -2.105
N -0.448 -0.699 1.617
N 0.731 1.534 -1.642
C 0.137 -1.871 1.900
C 1.971 0.846 -1.961
C 1.546 -2.102 1.428
C -0.489 0.937 -1.806
C -1.685 1.792 -1.559
C -1.787 -0.432 2.104
H 1.585 -3.087 0.977
H 0.860 2.521 -1.504
H -2.518 -0.778 1.389
H 2.206 -2.109 2.292
H -2.620 1.260 -1.703
H -1.962 0.636 2.118
H 2.505 1.350 -2.757
H 2.647 0.745 -1.104
H -1.725 2.671 -2.214
H -1.659 2.243 -0.566
H 0.036 -0.023 1.051
H 1.726 -0.165 -2.223
H -1.898 -0.920 3.066
H 1.880 -1.359 0.710
*
```

As for the total energy: -13524.9473 eV. As for the SMILES: CNC(C)=O.CNC(C)=O. The value obtained for the HOMO-LUMO gap is 9.94 eV. The value obtained for the HOMO energy is -9.373 eV.